# 1
Density functional theory data (ωB97M-V/def2-TZVPD) for C18H16Cl8N2O2STc as an isolated structure.

The net charge is +2. Its expectation value of S² is 0.767. As for the HOMO energy (spin up / spin down): -12.41 / -12.44 eV. The multiplicity is 2. As for the energy above the lowest of the compared OMol25 structures with the same formula, charge and spin: 519.4 kJ/mol. The value obtained for the total energy is -5115.154353 Eh.

Cartesian coordinates (Å):
Tc: -0.37056 -0.32886 -0.08516
Cl: 3.71819 -0.67471 -2.81701
Cl: -2.36533 6.21822 -1.74572
Cl: -0.60548 1.95358 2.46741
Cl: -1.31917 3.41507 -2.67746
Cl: -2.73102 6.79891 1.30588
Cl: -2.03100 4.78213 3.36856
Cl: -1.60392 -1.11465 -2.20423
Cl: 0.64951 -2.04571 -7.02402
S: 0.53819 -2.45446 0.70564
O: -0.71148 1.63795 -0.57338
O: 1.17124 -0.58957 -1.36874
N: 2.52965 0.00274 2.12973
N: -2.52580 -1.76826 1.41010
C: -0.34430 -1.55103 -4.57234
C: -2.07418 -3.16588 1.28811
C: 0.79010 -1.61683 -5.35936
C: -0.64515 -3.30778 1.80042
C: -1.75693 4.32535 1.64538
C: -1.49971 3.78216 -1.02961
C: -2.11391 5.30017 0.76668
C: -1.24765 3.06949 1.26814
C: 1.04331 -0.90929 -2.64608
C: 2.04295 -1.34384 -4.82141
C: -1.95605 5.01186 -0.62262
C: 1.75181 0.35324 3.10296
C: 2.16164 -1.00141 -3.48986
C: 2.02037 -2.47913 1.80110
C: 3.02925 -1.33792 1.74995
C: -1.73124 -0.84631 0.94010
C: -0.17984 -1.20041 -3.24563
C: -1.12837 2.73223 -0.10030
H: 0.62093 2.33977 2.76158
H: -2.15088 -3.47833 0.24493
H: 3.46393 -1.25538 0.75441
H: 2.82465 0.72037 1.47810
H: 1.65828 -2.65644 2.81277
H: -3.28993 -1.54357 2.03054
H: -0.35540 -4.35790 1.80678
H: -2.10284 3.60425 3.89592
H: -0.56352 -2.90724 2.81127
H: 2.55768 -3.37213 1.48183
H: -2.73954 -3.79511 1.87540
H: -1.32071 -1.76640 -4.98170
H: 1.52371 -0.53640 3.71196
H: 3.83360 -1.61404 2.43464
H: 0.60936 0.37303 0.95679
H: 2.92558 -1.40154 -5.44248

These are the Löwdin partial charges, in e, on atoms 1 to 2: 1.025 0.727



# 2
Density functional theory data (ωB97M-V/def2-TZVPD) for an isolated ion of composition C18H16ClN2 and charge +1.

The net charge is +1. As for the HOMO energy: -11.68 eV. As for the SMILES: N#C[C@H]([n+]1ccccc1)[C@@]1(c2ccc(Cl)cc2)C=CCC1. The value obtained for the total energy is -1264.931457 Eh.

Cartesian coordinates (Å):
Cl: 6.02519 -2.24197 0.83767
N: 2.05720 1.48470 -1.84809
N: -1.23254 0.49135 -1.39835
C: 0.01718 1.20766 1.19280
C: 1.76773 -0.67650 0.85659
C: 2.02155 -2.04787 0.95437
C: -1.91048 -0.08180 1.66564
C: -3.79521 1.45283 -2.01036
C: -2.24907 -0.37230 -1.66494
C: -1.42313 1.80871 -1.69617
C: -3.53434 0.07889 -1.94140
C: 1.20694 0.78739 -1.43724
C: 4.17343 -0.27176 0.90795
C: 0.14981 -0.06449 -0.90161
C: 4.41756 -1.65135 0.89302
C: -2.69784 2.31173 -1.94042
C: 2.85551 0.19912 0.90614
C: -0.79562 -1.05863 1.19879
C: 0.32877 -0.15998 0.61084
C: 3.33440 -2.54200 0.95113
C: -1.24144 1.27642 1.66693
H: -1.98376 -1.42068 -1.72481
H: 0.19157 -1.10016 -1.29448
H: -4.33186 -0.65092 -2.07726
H: -1.16534 -1.81733 0.48656
H: 3.52962 -3.61247 0.97879
H: 2.70408 1.27613 0.94797
H: -1.79153 2.17850 1.99838
H: -0.54840 2.44591 -1.75671
H: -2.82222 3.39024 -2.06187
H: -2.26302 -0.36681 2.66914
H: 0.77909 1.99670 1.18620
H: -4.82256 1.83348 -2.10995
H: 1.19284 -2.75281 1.03597
H: 5.01499 0.42046 0.88459
H: -0.38696 -1.61391 2.05879
H: -2.77215 -0.13647 0.97534

These are the Löwdin partial charges, in e, on atoms 1 to 2: 0.718 0.240



# 3
Density functional theory data (ωB97M-V/def2-TZVPD) for one molecule with the formula C18H16ClN3O2.

The net charge is 0. As for the HOMO energy: -8.43 eV. As for the energy above the lowest of the compared OMol25 structures with the same formula, charge and spin: 319.5 kJ/mol. As for the SMILES: Cc1cc(Cc2ccc(=O)[nH]n2)n(C)c1C(=O)c1ccc(Cl)cc1. The value obtained for the total energy is -1470.420188 Eh.

Cartesian coordinates (Å):
Cl: 7.25807 -1.00002 -0.55581
O: -3.51136 1.80222 -4.40272
O: 1.77618 -1.39244 3.25834
N: -3.72131 0.60931 -2.51840
N: -3.53868 0.45767 -1.15065
N: -0.51595 -0.09791 1.45485
C: -2.69381 1.30804 1.01050
C: -2.75865 1.32366 -0.49318
C: 0.80276 0.17260 1.90081
C: 4.57606 -0.35943 -0.44152
C: 1.87262 -0.76981 2.21893
C: 5.68250 -0.91568 0.18116
C: -1.10513 -1.41774 1.25563
C: 3.19877 -0.74948 1.53512
C: -1.98936 2.34463 -1.21390
C: 5.54182 -1.36676 1.50132
C: -0.38080 2.14862 1.81045
C: 0.90495 1.54822 2.06619
C: 4.32911 -1.29533 2.15913
C: -1.22804 1.10726 1.45648
C: -2.14740 2.52988 -2.58419
C: 3.35727 -0.26543 0.24497
C: 2.04666 2.37611 2.57994
C: -3.13985 1.64358 -3.24866
H: -1.28831 -1.65556 0.19819
H: 2.95592 1.77527 2.61043
H: -1.34496 3.03141 -0.65540
H: -0.63716 3.21263 1.85897
H: 4.26480 -1.78125 3.15411
H: 6.31079 -1.84038 2.02110
H: -0.44254 -2.19703 1.60578
H: 4.63030 0.08120 -1.43251
H: 1.85469 2.73937 3.59949
H: -3.27242 0.46956 1.42559
H: 2.51231 0.15983 -0.25329
H: -1.63414 3.26980 -3.15494
H: -3.05517 2.25988 1.43439
H: 2.24353 3.23962 1.94786
H: -4.48741 0.13828 -2.98660
H: -2.05954 -1.47732 1.76912

These are the Löwdin partial charges, in e, on atoms 1 to 2: 0.668 0.026



# 4
Density functional theory data (ωB97M-V/def2-TZVPD) for one molecule with the formula C18H16ClN3O2.

The net charge is 0. As for the HOMO energy: -8.83 eV. As for the energy above the lowest of the compared OMol25 structures with the same formula, charge and spin: 191.4 kJ/mol. As for the SMILES: Cc1onc(-c2ccccc2)c1CNC(=O)Nc1cccc(Cl)c1. The value obtained for the total energy is -1470.468954 Eh.

Cartesian coordinates (Å):
Cl: 1.86540 5.22669 -1.09528
O: 0.75096 -1.38552 -0.50394
O: -0.13467 0.32836 3.49788
N: -0.60532 -0.94011 3.46445
N: 1.78326 0.15546 -1.78307
N: -0.23007 0.64957 -0.71776
C: -1.61516 -4.81408 1.85290
C: -1.01400 0.04394 1.48917
C: -1.72906 -2.41424 1.90767
C: 2.15310 1.41678 -2.22669
C: -3.49372 -3.68489 0.88169
C: -2.95026 -2.46512 1.24237
C: 0.75200 -0.26174 -0.95397
C: 3.28245 2.76225 -3.87858
C: 2.95977 3.91987 -3.18881
C: -1.06959 -3.59888 2.22010
C: -2.82488 -4.86000 1.17914
C: 0.08599 2.32486 2.13647
C: 2.88820 1.52533 -3.40980
C: -0.36761 0.92367 2.31769
C: -1.39111 0.23869 0.05720
C: -1.13293 -1.13726 2.28273
C: 2.25493 3.80597 -2.00295
C: 1.85667 2.57579 -1.51004
H: 3.25950 4.88764 -3.55580
H: -2.15269 1.01617 -0.04181
H: -0.49544 2.81136 1.35786
H: -0.32396 1.43265 -1.34270
H: -3.24923 -5.81056 0.89045
H: -4.44378 -3.71806 0.36787
H: 3.14564 0.63031 -3.95604
H: -1.78065 -0.70838 -0.33267
H: -0.12772 -3.54841 2.74261
H: -0.02679 2.86922 3.07132
H: -3.48970 -1.55193 1.03346
H: 2.36425 -0.61239 -2.09126
H: 3.84607 2.83066 -4.79629
H: -1.09598 -5.73066 2.09154
H: 1.35545 2.52040 -0.55844
H: 1.14070 2.34659 1.86134

These are the Löwdin partial charges, in e, on atoms 1 to 2: 0.677 0.096



# 5
Density functional theory data (ωB97M-V/def2-TZVPD) for a 2-piece molecular cluster, C18H16F3N4O2 overall.

The net charge is +1. As for the HOMO energy: -11.48 eV. The value obtained for the total energy is -1364.214324 Eh.

Cartesian coordinates (Å):
F: -3.69326 -2.81723 -3.18192
F: -2.62992 -1.05684 -4.42577
F: -2.29121 -1.32135 -1.96282
O: 1.97297 2.13768 1.07851
O: -2.48966 2.22070 4.00875
N: 0.64928 -1.62444 -2.58380
N: 0.75447 -4.89614 -3.15672
N: -1.30057 -2.94537 -3.62608
N: 1.18748 -3.69240 -3.71886
C: 1.72668 4.18331 2.96837
C: -0.97329 -0.73203 0.27012
C: -0.12937 1.17936 1.49794
C: -0.64446 4.27484 4.43970
C: 0.33747 5.24725 4.63591
C: 0.73487 3.21662 2.75734
C: 2.52991 -3.17810 -3.16394
C: -0.44273 3.25389 3.50299
C: -2.42704 -1.99973 -3.27235
C: 2.11735 -1.58238 -3.05699
C: -1.47928 2.21941 3.31498
C: 0.02487 0.21991 0.48873
C: 0.03279 -2.77735 -3.34464
C: -1.28590 1.18840 2.27624
C: -2.12088 -0.73460 1.06251
C: -2.27968 0.22348 2.06487
C: 0.93730 2.17323 1.73145
C: 1.52574 5.19577 3.90765
H: 1.26150 -5.09893 -2.25387
H: -0.85382 -1.47287 -0.51751
H: -2.89532 -1.48049 0.89723
H: 2.65439 4.15269 2.39964
H: 0.64362 -2.01920 -1.59532
H: -1.56743 4.31840 5.01558
H: 2.29491 5.94828 4.06711
H: 3.40077 -3.35765 -3.95881
H: 0.91924 0.21301 -0.13229
H: 2.76111 -3.51784 -2.04685
H: -1.55249 -3.80553 -4.19941
H: 0.17559 6.04368 5.35887
H: 2.72641 -0.95372 -2.25815
H: 2.01636 -1.07486 -4.12836
H: 0.85177 -5.68914 -3.83634
H: -3.18051 0.21829 2.67630

These are the Löwdin partial charges, in e, on atoms 1 to 2: 0.041 0.053